Entry 1:
{
  "formula": "C3H8NO",
  "method": "ωB97M-V/def2-TZVPD",
  "species": ["C", "N", "H", "H", "H", "H", "C", "C", "O", "H", "H", "H", "H"],
  "positions_angstrom": [[-0.76198, -1.54415, -1.00736], [0.10203, -0.83815, -1.71284], [-1.74885, -1.90053, -1.31296], [-0.72120, -1.63955, 0.17728], [0.01070, 0.14325, -1.67550], [0.70700, -1.03670, -2.54313], [0.35219, -0.16611, 1.80905], [0.58435, 0.97954, 1.08124], [-0.17051, 1.54376, 0.02242], [1.20224, -0.92784, 1.97372], [-0.64629, -0.38207, 2.24083], [1.57161, 1.33027, 1.25261], [-0.77265, 2.31443, 0.40007]],
  "forces_ev_per_a": [[-0.7, 0.5, 2.6], [0.9, -1.7, -1.0], [0.8, -1.6, -1.3], [0.2, 1.5, -2.3], [1.0, 2.1, 2.1], [-2.1, -0.7, 0.0], [-0.3, 0.5, -0.7], [0.1, -2.7, 0.1], [-1.8, 2.0, 3.2], [-1.1, 2.0, 0.7], [0.4, -0.5, -1.0], [1.0, 0.7, -1.1], [1.7, -2.1, -1.3]],
  "homo_lumo_gap_ev": 5.62,
  "homo_energy_ev": -13.169,
  "largest_force_ev_per_a": 4.204,
  "de_lowest_kcal_mol": 128.22,
  "e_lumo_ev": -7.552,
  "total_charge": 1
}

***

Entry 2:
{
  "formula": "C14H12Br4NO8S2W",
  "method": "ωB97M-V/def2-TZVPD",
  "species": ["W", "O", "C", "C", "N", "C", "C", "O", "O", "C", "C", "O", "O", "H", "H", "H", "H", "H", "H", "H", "H", "H", "Br", "C", "C", "Br", "C", "Br", "C", "O", "C", "O", "C", "Br", "C", "O", "C", "S", "S", "H", "H", "H"],
  "positions_angstrom": [[0.18878, 0.12411, 0.22480], [-1.15547, -1.62185, 0.76838], [-1.33006, -2.68934, -0.19668], [-1.43258, -2.00376, -1.53654], [-0.22611, -1.15428, -1.74062], [-0.41087, -0.15438, -2.80504], [0.44558, 1.06528, -2.49756], [0.60360, 1.99477, -3.20709], [1.04062, 1.00562, -1.24107], [0.97394, -1.97039, -2.02829], [1.68342, -2.32034, -0.73901], [2.40959, -3.24907, -0.57739], [1.39792, -1.42003, 0.20790], [-1.16346, -1.95349, 1.68008], [-2.24327, -3.23422, 0.03723], [-0.48646, -3.37827, -0.12761], [-2.30462, -1.35630, -1.55338], [-1.51947, -2.73412, -2.34368], [-1.44855, 0.17325, -2.84721], [-0.13415, -0.54543, -3.78492], [1.67366, -1.38098, -2.62338], [0.72237, -2.86671, -2.59573], [-4.23531, 5.23161, 1.98346], [-3.43652, 3.75107, 1.16062], [-4.13621, 3.02816, 0.16803], [-5.86220, 3.54835, -0.34189], [-3.55740, 1.92160, -0.44188], [-4.39586, 0.87347, -1.75264], [-2.27631, 1.57780, -0.04714], [-1.57209, 0.50705, -0.46350], [-1.57675, 2.29562, 0.89247], [-0.36749, 1.76848, 1.12594], [-2.14971, 3.38262, 1.54400], [-1.13922, 4.26326, 2.84422], [4.00601, 1.03214, 3.62369], [2.71388, 0.37019, 3.68221], [1.97387, 0.35364, 2.62626], [2.32276, 1.06899, 1.14219], [0.45621, -0.39373, 2.69116], [4.53977, 0.67719, 4.49761], [3.84682, 2.10688, 3.67438], [4.52515, 0.74463, 2.71182]],
  "forces_ev_per_a": [[-0.7, -1.2, -0.2], [-0.2, 0.0, 0.3], [0.0, 0.0, 0.0], [0.1, 0.0, 0.0], [0.0, 0.1, 0.1], [0.0, 0.1, -0.1], [0.2, 0.2, 0.4], [0.0, -0.1, -0.1], [0.1, 0.2, -0.6], [0.1, 0.0, 0.0], [0.0, 0.1, 0.1], [0.0, 0.0, -0.1], [0.3, -0.3, 0.0], [0.2, -0.1, -0.2], [0.0, 0.1, 0.0], [0.0, 0.0, 0.0], [0.0, 0.0, 0.0], [0.0, 0.0, 0.0], [0.0, 0.0, 0.0], [0.0, 0.0, 0.0], [0.0, 0.0, 0.0], [0.0, 0.0, 0.0], [0.0, 0.0, 0.0], [0.0, 0.0, 0.0], [0.0, 0.1, 0.0], [0.0, 0.0, 0.0], [0.1, 0.0, 0.1], [0.0, 0.0, 0.0], [0.0, -0.1, -0.1], [-0.4, 0.4, -0.1], [0.0, 0.1, 0.3], [-0.2, 0.3, 0.0], [0.1, -0.1, -0.2], [0.0, 0.0, 0.0], [0.0, 0.0, 0.1], [0.0, -0.1, -0.1], [-0.1, 0.2, 0.0], [0.3, 0.2, 0.1], [0.2, -0.1, 0.3], [0.0, 0.0, 0.0], [0.0, 0.0, 0.0], [0.0, 0.0, 0.0]],
  "homo_lumo_gap_ev": 6.67,
  "homo_energy_ev": -11.495,
  "largest_force_ev_per_a": 1.362,
  "de_lowest_kcal_mol": 0.00,
  "e_lumo_ev": -4.821,
  "total_charge": 1
}

***

Entry 3:
{
  "formula": "C23H45Cl3N2O6PPtSi",
  "method": "ωB97M-V/def2-TZVPD",
  "species": ["C", "C", "H", "H", "H", "C", "C", "H", "H", "H", "H", "Pt", "Cl", "Cl", "H", "H", "C", "C", "N", "H", "C", "O", "H", "H", "H", "H", "H", "H", "C", "C", "N", "H", "C", "O", "H", "H", "H", "H", "O", "C", "C", "C", "H", "C", "H", "C", "H", "C", "C", "H", "H", "H", "Si", "Cl", "C", "C", "C", "H", "H", "H", "H", "H", "H", "H", "H", "H", "C", "O", "P", "O", "C", "O", "C", "H", "H", "H", "H", "H", "H", "H", "H", "H"],
  "positions_angstrom": [[4.00463, 1.56030, -2.22055], [4.16417, 0.99017, -0.84204], [4.54230, 2.50603, -2.32157], [2.93952, 1.72172, -2.42279], [4.38625, 0.86911, -2.98366], [5.21478, 1.23558, -0.03274], [6.13181, 2.38742, -0.24265], [5.37092, 0.63870, 0.87061], [5.56893, 3.26488, -0.60050], [6.92710, 2.19903, -0.97889], [6.60258, 2.64269, 0.71366], [-0.93440, -0.68204, 0.02022], [-0.57781, -2.07666, -1.76707], [-3.16370, 1.76909, -0.76064], [-6.36223, -1.92409, 0.12920], [-5.85130, -2.82000, -2.94084], [-6.15282, -1.03088, -0.48015], [-5.75582, -1.72281, -2.86361], [-5.23560, -1.33511, -1.56760], [-5.70241, -0.26436, 0.16819], [-3.94922, -1.62319, -1.27638], [-3.51588, -1.69513, -0.11088], [-5.04163, -1.40023, -3.63318], [-3.29026, -1.74271, -2.15751], [-7.07677, -0.65989, -0.92925], [-6.72951, -1.24452, -3.01017], [0.80679, 3.32305, 0.17068], [2.48717, 2.22220, 2.28631], [0.26601, 3.57583, 1.09428], [1.65333, 2.59896, 2.89439], [0.43323, 2.52354, 2.10542], [-0.79344, 3.76297, 0.88673], [-0.17032, 1.32498, 2.09789], [-1.15021, 0.98761, 1.37179], [1.51574, 1.96921, 3.78133], [0.23160, 0.60885, 2.85354], [0.72286, 4.47899, 1.51829], [1.84467, 3.63215, 3.18842], [2.29314, 1.42721, -0.05469], [2.92281, 0.25906, -0.33493], [3.16180, -0.74327, 2.03753], [3.09545, -0.91581, 0.66340], [2.95646, 0.23864, 2.46305], [3.51275, -1.82825, 2.86450], [2.45311, -0.18585, -1.22776], [3.25276, -2.20151, 0.14521], [3.53521, -1.66061, 3.93614], [3.85735, -3.07030, 2.31265], [3.75345, -3.24744, 0.93135], [2.97827, -2.35193, -0.89205], [4.19690, -3.88002, 2.97170], [4.05032, -4.19060, 0.47031], [-1.83553, 2.28809, -2.37437], [-0.14504, 0.98570, -1.31121], [-2.38530, 4.12350, -2.27228], [-2.77924, 1.18295, -3.63069], [-0.42291, 2.75715, -3.65594], [-2.28041, 4.52834, -1.25571], [-3.44298, 4.19354, -2.57558], [-1.80147, 4.73521, -2.97394], [0.36761, 3.35457, -3.18391], [-0.86673, 3.34228, -4.48144], [0.01736, 1.85787, -4.10289], [-2.52124, 0.11961, -3.51018], [-2.49680, 1.51471, -4.63954], [-3.86712, 1.30566, -3.52536], [-0.33958, -4.49201, 0.03502], [0.05083, -3.58483, 1.09129], [-0.75949, -2.28203, 1.53515], [-2.08791, -2.83141, 2.20316], [-3.08637, -1.93412, 2.76602], [0.12210, -1.71451, 2.75591], [0.31628, -2.44005, 3.97238], [0.32991, -4.34462, -0.81610], [-1.37646, -4.36522, -0.30848], [-0.19415, -5.50419, 0.41883], [-2.79980, -0.86822, 2.67042], [-4.01787, -2.10951, 2.21417], [-3.22521, -2.19326, 3.82532], [0.52534, -3.49225, 3.75402], [1.18842, -2.00861, 4.46972], [-0.56707, -2.34508, 4.61149]],
  "forces_ev_per_a": [[-0.3, 0.2, 0.1], [1.2, -1.2, 0.8], [-0.1, 0.0, -0.1], [0.2, 0.1, 0.0], [0.1, 0.0, 0.2], [-0.6, -0.5, -0.5], [0.4, 0.4, -0.1], [-0.3, 0.2, -0.1], [0.2, -0.1, 0.2], [0.0, 0.1, 0.1], [0.1, 0.2, -0.2], [-1.1, -1.0, 0.5], [0.1, -1.3, -2.2], [-0.5, -0.3, 0.9], [0.0, 0.2, -0.1], [-0.2, 0.3, 0.0], [0.2, -0.1, 0.1], [0.3, -0.1, -0.2], [0.3, -0.2, 0.3], [-0.2, -0.3, -0.3], [0.5, 0.3, 1.1], [-0.4, 0.3, -1.4], [-0.3, 0.0, 0.1], [-0.1, -0.1, 0.3], [0.1, 0.0, 0.2], [0.3, -0.1, -0.2], [-0.1, -0.2, 0.3], [-0.1, 0.2, 0.1], [0.0, -0.1, 0.0], [0.2, -0.3, -0.1], [-0.2, -0.5, 0.0], [0.2, -0.2, 0.0], [-1.0, 0.1, -0.6], [1.1, 1.9, 2.2], [0.2, 0.2, -0.1], [-0.2, 0.4, -0.5], [-0.3, -0.1, -0.1], [-0.1, -0.1, 0.1], [-1.1, -0.1, 1.8], [0.1, 0.4, -1.1], [0.4, -0.5, 0.4], [-0.1, 0.9, -0.4], [0.1, -0.3, -0.1], [-0.1, 0.3, -0.6], [-0.2, -0.6, -0.2], [0.5, -0.2, 0.2], [0.1, -0.2, 0.0], [0.0, 0.4, 0.3], [-0.5, 0.3, 0.0], [0.4, -0.1, -0.2], [-0.1, 0.3, -0.4], [-0.3, 0.1, 0.1], [0.2, 0.4, -2.2], [0.5, 2.0, -1.4], [-0.1, 0.1, 0.0], [-0.2, 0.3, 0.0], [0.3, -0.5, 0.4], [-0.1, 0.0, -0.2], [0.2, 0.0, 0.3], [-0.1, -0.1, 0.3], [0.0, -0.1, -0.2], [0.0, -0.1, 0.4], [0.1, 0.1, 0.1], [0.0, 0.3, 0.0], [0.0, -0.3, 0.1], [0.2, -0.1, 0.1], [0.1, -0.3, -0.1], [-0.7, -0.2, 0.5], [1.0, 0.6, 0.0], [-0.7, -0.5, 0.7], [0.1, 0.0, -0.3], [-0.1, -0.4, 0.2], [0.2, -0.2, -0.1], [-0.2, 0.1, 0.2], [0.4, 0.1, 0.3], [-0.1, 0.1, 0.2], [0.0, -0.6, -0.1], [0.3, 0.1, 0.2], [0.2, 0.0, -0.3], [-0.1, 0.1, 0.1], [-0.2, 0.0, -0.1], [0.1, -0.1, -0.1]],
  "homo_lumo_gap_ev": [5.35, 3.82],
  "homo_energy_ev": [-3.126, -3.068],
  "multiplicity": 3,
  "s2": 2.009,
  "largest_force_ev_per_a": 3.133,
  "de_lowest_kcal_mol": 58.92,
  "e_lumo_ev": [2.228, 0.754],
  "total_charge": -1
}

***

Entry 4:
{
  "formula": "C29H46GaP2Te",
  "method": "ωB97M-V/def2-TZVPD",
  "species": ["Ga", "C", "C", "C", "C", "C", "C", "H", "H", "H", "C", "H", "H", "H", "C", "H", "H", "H", "C", "H", "H", "H", "C", "H", "H", "H", "C", "C", "C", "C", "C", "C", "C", "C", "H", "H", "H", "H", "H", "H", "H", "H", "H", "H", "H", "H", "P", "C", "C", "P", "C", "C", "C", "H", "H", "H", "H", "H", "H", "H", "H", "H", "H", "H", "H", "H", "H", "Te", "C", "C", "C", "C", "C", "C", "H", "H", "H", "H", "H"],
  "positions_angstrom": [[-0.05924, 0.12943, -0.87159], [1.62525, -0.38267, 1.58520], [0.43292, -0.18944, 2.32528], [0.05292, -1.91037, 0.84089], [1.41047, -1.45900, 0.67044], [-0.53493, -1.12129, 1.87713], [2.92532, 0.26865, 1.85490], [2.78948, 1.29457, 2.22448], [3.54728, 0.31521, 0.95135], [3.49075, -0.28583, 2.62508], [2.44325, -2.17829, -0.10522], [3.44010, -1.76539, 0.08572], [2.25514, -2.12383, -1.18446], [2.47076, -3.23995, 0.17899], [-0.49524, -3.15561, 0.26337], [-0.03995, -4.03527, 0.74936], [-0.29048, -3.22931, -0.81323], [-1.57944, -3.22395, 0.41108], [-1.84287, -1.37959, 2.51791], [-1.73959, -2.10294, 3.34545], [-2.56607, -1.79442, 1.80555], [-2.27094, -0.46070, 2.94013], [0.28879, 0.69767, 3.50536], [0.53114, 0.17399, 4.44423], [-0.73720, 1.07089, 3.59761], [0.95575, 1.56345, 3.43636], [-0.25397, 6.15963, -2.27649], [0.25661, 6.47065, -1.07607], [-0.37878, 7.38245, -0.07122], [-1.92750, 7.35427, -0.00138], [-2.57848, 6.00399, -0.11204], [-3.01836, 5.44443, -1.24997], [-2.80685, 5.97614, -2.63578], [-1.49187, 6.75789, -2.87537], [-0.08438, 8.43273, -0.24927], [-2.33458, 8.04632, -0.75354], [0.02469, 7.12569, 0.92087], [-1.62138, 7.79966, -2.54899], [0.30928, 5.51977, -2.96105], [1.27333, 6.14922, -0.81987], [-1.33596, 6.79614, -3.96815], [-2.84463, 5.12401, -3.33447], [-3.65102, 4.54633, -1.19678], [-3.63782, 6.64104, -2.93085], [-2.20583, 7.77471, 0.98101], [-2.78425, 5.51525, 0.84907], [0.63698, 2.44871, -1.27448], [1.66543, 3.07124, -2.61418], [0.99417, 3.36088, 0.26056], [-2.08627, 1.47719, -0.91360], [-1.12562, 2.88116, -1.65553], [-2.63897, 2.10560, 0.70043], [-3.53704, 1.09498, -1.91003], [1.68329, 2.33609, -3.42990], [2.69391, 3.21059, -2.25544], [1.28848, 4.02650, -2.99586], [0.66894, 4.41062, 0.16226], [2.08039, 3.33076, 0.43662], [0.50403, 2.89517, 1.12434], [-3.98732, 2.00845, -2.32094], [-4.27589, 0.57559, -1.28392], [-3.25290, 0.42146, -2.72850], [-1.29715, 2.94534, -2.74077], [-1.39365, 3.85062, -1.20848], [-3.41920, 1.43334, 1.08257], [-3.04502, 3.12682, 0.59342], [-1.81557, 2.10823, 1.42610], [0.13118, -0.71200, -3.40926], [-0.12422, -2.75457, -3.88589], [0.67501, -3.79747, -3.37744], [0.52529, -5.09306, -3.90927], [-0.40509, -5.33778, -4.93050], [-1.21301, -4.29865, -5.42054], [-1.08477, -3.00743, -4.89289], [1.40271, -3.58187, -2.59729], [1.12912, -5.91630, -3.52119], [-0.50681, -6.34910, -5.34149], [-1.94568, -4.51453, -6.20441], [-1.70417, -2.18663, -5.25387]],
  "forces_ev_per_a": [[1.0, -3.0, 0.4], [-0.9, -0.4, 0.0], [0.3, -0.9, -0.4], [-1.2, 1.5, -0.1], [-0.1, 1.9, -0.5], [1.0, 0.2, -0.3], [0.6, 0.3, 0.1], [0.1, -0.2, -0.1], [0.0, 0.0, 0.2], [-0.1, 0.3, -0.2], [0.5, -0.3, -0.2], [-0.2, -0.1, -0.1], [0.1, -0.1, 0.1], [0.0, 0.2, -0.1], [-0.2, -0.5, -0.3], [-0.1, 0.2, -0.2], [-0.1, -0.1, 0.2], [0.2, 0.0, -0.1], [-0.6, -0.1, 0.2], [-0.1, 0.2, -0.2], [0.0, 0.0, 0.2], [0.0, -0.2, 0.0], [-0.1, 0.4, 0.3], [-0.1, 0.2, -0.2], [0.1, 0.0, 0.1], [-0.1, 0.0, 0.1], [0.5, 0.2, 0.3], [0.2, 0.2, -0.9], [-0.2, 0.1, 0.5], [0.1, 0.5, 0.2], [-0.5, -0.3, -0.2], [-0.3, 0.3, 0.7], [0.0, 0.1, -0.4], [-0.3, 0.2, -0.4], [0.1, -0.4, 0.0], [0.0, -0.3, 0.3], [-0.1, 0.1, -0.2], [0.2, -0.4, -0.1], [-0.1, 0.3, 0.3], [-0.4, -0.1, -0.2], [-0.1, 0.1, 0.4], [0.0, 0.2, 0.1], [0.4, 0.2, 0.1], [0.1, -0.3, 0.1], [0.1, -0.1, -0.4], [0.0, 0.0, -0.4], [-0.7, 0.2, 0.5], [0.5, 0.0, -0.3], [0.3, 0.3, 0.0], [0.5, 0.5, 0.6], [0.0, -0.3, -0.1], [-0.4, 0.2, 0.1], [-0.3, -0.2, -0.2], [0.0, 0.2, 0.2], [-0.2, -0.1, -0.1], [0.1, -0.3, 0.2], [0.1, -0.5, 0.1], [-0.3, 0.0, 0.0], [0.1, 0.0, -0.3], [0.1, -0.2, 0.1], [0.2, 0.2, -0.1], [0.0, 0.2, 0.1], [0.1, -0.1, 0.3], [0.1, -0.3, -0.1], [0.2, 0.2, 0.0], [0.1, -0.4, 0.1], [-0.1, 0.0, -0.2], [0.2, 0.6, 0.4], [-0.4, -0.8, -0.1], [-0.5, 0.1, -0.6], [-0.3, 0.4, 0.0], [0.0, 0.3, 0.1], [0.3, -0.1, 0.3], [0.5, -0.3, 0.4], [-0.1, -0.2, -0.2], [-0.1, 0.3, -0.1], [0.0, 0.5, 0.2], [0.3, 0.2, 0.3], [0.1, -0.3, 0.0]],
  "homo_lumo_gap_ev": 6.08,
  "homo_energy_ev": -9.533,
  "largest_force_ev_per_a": 3.157,
  "de_lowest_kcal_mol": 0.00,
  "e_lumo_ev": -3.454,
  "total_charge": 1
}

***

Entry 5:
{
  "formula": "C3H2CuO2",
  "method": "ωB97M-V/def2-TZVPD",
  "species": ["O", "C", "C", "H", "C", "O", "H", "Cu"],
  "positions_angstrom": [[-1.80078, -0.43515, 1.01105], [-1.02675, 0.32485, 0.48076], [0.70061, -0.01463, 0.68687], [1.06438, -0.80570, 1.34617], [0.46880, -0.05258, -0.73978], [1.51808, 0.72707, -0.13182], [-1.31947, 1.35347, 0.17458], [0.39512, -1.09733, -2.82783]],
  "forces_ev_per_a": [[1.8, 0.8, -1.7], [-1.1, 0.5, 4.5], [-3.9, -1.8, -1.4], [-0.5, 0.1, 0.0], [5.0, -0.6, 0.8], [-1.5, 0.7, -2.9], [0.3, -0.4, -0.5], [-0.1, 0.8, 1.2]],
  "homo_lumo_gap_ev": 7.09,
  "homo_energy_ev": -14.032,
  "largest_force_ev_per_a": 5.134,
  "de_lowest_kcal_mol": 112.85,
  "e_lumo_ev": -6.946,
  "total_charge": 1
}

***

Entry 6:
{
  "formula": "C3H3ClO2",
  "method": "ωB97M-V/def2-TZVPD",
  "species": ["C", "C", "C", "O", "O", "Cl", "H", "H", "H"],
  "positions_angstrom": [[0.32866, 2.02880, 1.61794], [0.31918, -0.84460, -0.99009], [-0.61868, -0.97874, 0.16905], [0.04875, 0.86628, 1.56577], [-1.09680, -0.54936, -0.97298], [0.54011, 3.11051, 0.42818], [1.09690, -0.10973, -1.01547], [0.56420, -1.68273, -1.53553], [-1.18232, -1.84043, 0.73311]],
  "forces_ev_per_a": [[-0.8, -3.5, 2.1], [-0.9, -0.2, 2.4], [0.0, -2.2, 1.3], [0.6, 2.0, 0.7], [-0.7, 1.4, -2.1], [0.3, 1.9, -2.3], [-0.3, 1.0, 0.1], [0.2, -1.8, -1.3], [1.5, 1.4, -1.1]],
  "homo_lumo_gap_ev": [9.67, 6.59],
  "homo_energy_ev": [-8.860, -7.402],
  "largest_force_ev_per_a": 4.186,
  "de_lowest_kcal_mol": 134.32,
  "e_lumo_ev": [0.808, -0.813]
}

***

Question: What is the formula in the fourth record?
Answer: C29H46GaP2Te